[1]
Here is a cluster of 2 separate species, C14H16 in total from OMol25. Energies are from wB97M-V/def2-TZVPD.

Calculated values
Multiplicity = 2
LUMO (alpha / beta) = 0.1212 / 0.1170 Ha
DFT total energy = -14776.226 eV
Energy relative to the best compared isomer or geometry (same formula, charge and spin) = 13.0 kJ/mol
Charge = -1
<S²> = 0.757

CARTESIAN COORDINATES (ANGSTROEM)
C1 0.927 -0.254 -2.936
C2 -2.761 -1.091 -3.140
C3 -2.996 -1.765 -1.966
C4 -1.482 -0.585 -3.397
C5 -0.436 -0.708 -2.489
C6 -1.955 -1.880 -1.056
C7 -0.682 -1.387 -1.292
H1 -3.471 -0.918 -3.938
H2 -3.955 -2.207 -1.716
H3 -1.332 -0.067 -4.333
H4 -2.164 -2.312 -0.077
H5 0.928 0.031 -3.986
H6 1.663 -1.053 -2.853
H7 0.064 -1.539 -0.515
H8 1.386 0.553 -2.366
C8 0.755 -0.372 4.118
C9 2.415 1.372 1.147
C10 1.403 2.315 0.801
C11 2.203 0.586 2.301
C12 0.995 0.557 2.958
C13 0.204 2.329 1.471
C14 -0.056 1.412 2.515
H9 3.299 1.296 0.528
H10 1.631 3.104 0.080
H11 2.995 -0.103 2.585
H12 -0.579 3.035 1.228
H13 0.675 0.144 5.084
H14 1.530 -1.130 4.167
H15 -0.961 1.452 3.110
H16 -0.244 -0.816 3.967

[2]
Here is a cluster of 2 separate species, C14H16 in total from OMol25. Energies are from wB97M-V/def2-TZVPD.

Calculated values
LUMO = 0.0321 Ha
DFT total energy = -14775.168 eV
Energy relative to the best compared isomer or geometry (same formula, charge and spin) = 250.6 kJ/mol
SMILES string = Cc1ccccc1.Cc1ccccc1

CARTESIAN COORDINATES (ANGSTROEM)
C1 -1.733 -2.019 2.468
C2 -2.135 -0.874 1.643
C3 -3.182 0.003 2.010
C4 -3.563 1.088 1.182
C5 -2.939 1.279 -0.098
C6 -2.058 0.209 -0.503
C7 -1.695 -0.698 0.428
H1 -1.952 -1.927 3.544
H2 -0.631 -2.135 2.602
H3 -2.109 -2.853 1.995
H4 -3.457 -0.050 3.013
H5 -4.364 1.721 1.575
H6 -3.123 2.180 -0.695
H7 -1.639 0.204 -1.570
H8 -0.966 -1.390 0.001
C8 2.972 -1.508 -2.209
C9 2.570 -0.191 -1.483
C10 3.192 1.023 -1.799
C11 2.620 2.212 -1.293
C12 1.626 2.135 -0.282
C13 1.315 0.747 0.214
C14 1.689 -0.361 -0.491
H9 3.917 -1.188 -2.650
H10 2.162 -1.930 -2.792
H11 3.137 -2.373 -1.633
H12 4.111 1.186 -2.475
H13 3.074 3.142 -1.497
H14 1.285 3.003 0.162
H15 0.603 0.666 0.953
H16 1.273 -1.300 -0.317

[3]
Here is a cluster of 2 separate species, C14H16 in total from OMol25. Energies are from wB97M-V/def2-TZVPD.

Calculated values
LUMO = 0.0336 Ha
DFT total energy = -14775.957 eV
Energy relative to the best compared isomer or geometry (same formula, charge and spin) = 174.5 kJ/mol
SMILES string = Cc1ccccc1.Cc1ccccc1

CARTESIAN COORDINATES (ANGSTROEM)
C1 2.127 -0.917 -1.921
C2 0.907 -0.253 -2.393
C3 0.494 -0.266 -3.702
C4 -0.668 0.377 -4.082
C5 -1.507 1.046 -3.278
C6 -1.046 1.179 -1.909
C7 0.155 0.631 -1.545
H1 2.453 -1.818 -2.551
H2 2.009 -1.456 -0.987
H3 3.036 -0.349 -1.885
H4 1.007 -0.955 -4.396
H5 -0.954 0.272 -5.131
H6 -2.504 1.411 -3.441
H7 -1.565 1.940 -1.236
H8 0.557 0.961 -0.595
C8 -1.858 -0.633 1.133
C9 -0.852 -0.204 2.158
C10 -0.260 -1.293 2.980
C11 0.631 -0.957 3.962
C12 1.024 0.401 4.063
C13 0.533 1.374 3.281
C14 -0.237 1.020 2.151
H9 -1.895 -1.732 1.060
H10 -1.550 -0.100 0.187
H11 -2.890 -0.380 1.240
H12 -0.553 -2.272 2.684
H13 1.221 -1.750 4.391
H14 1.679 0.639 4.888
H15 0.827 2.388 3.585
H16 -0.322 1.697 1.291

> What is the DFT total energy in the first record?

-14776.226 eV

Copy entry 3 word for word.
Here is a cluster of 2 separate species, C14H16 in total from OMol25. Energies are from wB97M-V/def2-TZVPD.

Calculated values
LUMO = 0.0336 Ha
DFT total energy = -14775.957 eV
Energy relative to the best compared isomer or geometry (same formula, charge and spin) = 174.5 kJ/mol
SMILES string = Cc1ccccc1.Cc1ccccc1

CARTESIAN COORDINATES (ANGSTROEM)
C1 2.127 -0.917 -1.921
C2 0.907 -0.253 -2.393
C3 0.494 -0.266 -3.702
C4 -0.668 0.377 -4.082
C5 -1.507 1.046 -3.278
C6 -1.046 1.179 -1.909
C7 0.155 0.631 -1.545
H1 2.453 -1.818 -2.551
H2 2.009 -1.456 -0.987
H3 3.036 -0.349 -1.885
H4 1.007 -0.955 -4.396
H5 -0.954 0.272 -5.131
H6 -2.504 1.411 -3.441
H7 -1.565 1.940 -1.236
H8 0.557 0.961 -0.595
C8 -1.858 -0.633 1.133
C9 -0.852 -0.204 2.158
C10 -0.260 -1.293 2.980
C11 0.631 -0.957 3.962
C12 1.024 0.401 4.063
C13 0.533 1.374 3.281
C14 -0.237 1.020 2.151
H9 -1.895 -1.732 1.060
H10 -1.550 -0.100 0.187
H11 -2.890 -0.380 1.240
H12 -0.553 -2.272 2.684
H13 1.221 -1.750 4.391
H14 1.679 0.639 4.888
H15 0.827 2.388 3.585
H16 -0.322 1.697 1.291